Entry 1:
ORCA calculation (ωB97M-V with the def2-TZVPD basis set) on a 7-piece molecular cluster, C20H28F6O18P overall at a distorted geometry.

Geometry (Å):
P1 1.666 -1.347 -0.230
F1 0.241 -1.770 -0.794
F2 1.753 -0.448 -1.589
F3 1.120 -0.034 0.618
F4 3.180 -0.989 0.194
F5 1.334 -2.340 0.968
F6 2.239 -2.546 -1.136
C1 -4.729 -2.223 2.625
C2 -5.451 -2.596 1.325
O1 -6.320 -3.569 1.728
C3 -6.356 -3.740 2.979
O2 -7.136 -4.495 3.499
O3 -5.518 -3.013 3.579
H1 -4.598 -1.143 2.697
H2 -3.691 -2.554 2.677
H3 -4.806 -2.874 0.490
H4 -6.144 -1.774 1.147
C4 6.104 -0.675 -5.679
C5 7.220 -1.598 -5.338
O4 8.357 -0.923 -5.846
C6 8.116 0.411 -5.856
O5 8.885 1.378 -6.209
O6 6.844 0.557 -5.546
H5 5.294 -0.749 -4.954
H6 5.633 -0.805 -6.654
H7 7.029 -2.565 -5.803
H8 7.433 -1.737 -4.278
C7 -5.768 1.781 -3.790
C8 -4.598 2.341 -3.145
O7 -5.051 2.830 -1.925
C9 -6.366 2.493 -1.816
O8 -7.170 3.071 -1.066
O9 -6.638 1.709 -2.751
H9 -5.594 0.748 -4.094
H10 -6.344 2.323 -4.539
H11 -4.108 3.156 -3.677
H12 -3.908 1.531 -2.906
C10 -0.792 -7.585 0.901
C11 -0.589 -7.530 -0.711
O10 -1.808 -7.920 -1.165
C12 -2.686 -8.089 -0.241
O11 -3.882 -8.416 -0.436
O12 -2.150 -7.882 1.002
H13 -0.826 -6.608 1.385
H14 -0.281 -8.445 1.334
H15 0.352 -8.024 -0.954
H16 -0.613 -6.510 -1.096
C13 -2.253 3.202 5.246
C14 -2.626 2.045 6.211
C15 -1.553 0.863 6.201
O13 -0.847 1.063 7.414
C16 -1.390 1.998 8.110
O14 -0.968 2.404 9.120
O15 -2.572 2.341 7.639
H17 -2.817 4.122 5.400
H18 -2.445 3.127 4.175
H19 -1.210 3.419 5.476
H20 -3.673 1.859 5.971
H21 -1.028 0.991 5.254
H22 -1.929 -0.155 6.099
C17 6.540 5.635 -2.037
C18 5.196 5.138 -1.712
C19 4.833 4.984 -0.240
O16 3.784 5.881 -0.087
C20 3.384 6.376 -1.244
O17 2.544 7.219 -1.476
O18 4.258 6.094 -2.139
H23 7.377 5.126 -1.558
H24 6.785 6.658 -1.752
H25 6.717 5.380 -3.082
H26 4.970 4.240 -2.287
H27 5.706 5.139 0.395
H28 4.335 4.040 -0.021

- M: 701.4 g mol⁻¹
- Charge: -1
- 2S+1: 1
- HOMO energy: -8.89 eV
- Orbital gap: 10.50 eV

---

Entry 2:
ORCA calculation (ωB97M-V with the def2-TZVPD basis set) on a 3-piece molecular cluster, C20H28FNO9P2S overall at a distorted geometry.

Geometry (Å):
O1 0.326 -2.253 1.277
C1 0.792 -2.333 0.179
F1 1.872 -3.099 -0.127
C2 0.173 -1.511 -0.968
C3 -0.200 -0.127 -0.392
C4 0.755 0.722 0.198
C5 0.393 1.986 0.661
C6 -0.937 2.417 0.557
C7 -1.858 1.554 -0.005
C8 -1.534 0.272 -0.484
N1 -2.543 -0.576 -1.058
C9 -3.693 -0.710 -0.211
C10 -4.204 -1.954 0.140
C11 -5.322 -2.013 0.975
C12 -5.983 -0.893 1.457
C13 -5.468 0.363 1.112
C14 -4.350 0.426 0.302
S1 -3.600 2.001 -0.150
H1 0.834 -1.418 -1.844
H2 -0.735 -2.052 -1.276
H3 1.805 0.435 0.306
H4 1.083 2.688 1.133
H5 -1.249 3.393 0.930
H6 -2.807 -0.151 -1.949
H7 -3.739 -2.869 -0.235
H8 -5.682 -3.010 1.245
H9 -6.851 -1.027 2.103
H10 -5.954 1.270 1.481
C15 0.656 -0.225 4.703
O2 0.840 0.478 5.926
P1 2.034 1.636 5.820
O3 1.667 2.188 4.474
O4 3.205 0.505 5.712
C16 3.308 -0.473 6.752
O5 3.202 2.766 6.237
C17 2.728 4.087 6.536
H11 0.207 -1.200 4.900
H12 -0.018 0.348 4.070
H13 1.606 -0.374 4.191
H14 2.933 -1.428 6.381
H15 2.741 -0.189 7.639
H16 4.357 -0.586 7.022
H17 1.964 4.056 7.312
H18 2.326 4.558 5.639
H19 3.571 4.673 6.896
C18 -0.507 0.014 -4.651
O6 0.731 -0.674 -4.797
P2 1.580 -0.393 -6.211
O7 1.443 1.095 -6.289
O8 0.476 -1.163 -7.129
C19 0.127 -2.511 -6.793
O9 2.720 -0.593 -7.422
C20 4.042 -0.112 -7.133
H20 -1.119 -0.552 -3.944
H21 -0.331 1.007 -4.240
H22 -1.046 0.095 -5.595
H23 -0.863 -2.520 -6.336
H24 0.842 -2.959 -6.102
H25 0.100 -3.101 -7.708
H26 4.418 -0.550 -6.209
H27 4.042 0.975 -7.056
H28 4.694 -0.409 -7.953

- SMILES: O=C(F)Cc1cccc2c1Nc1ccccc1S2.COP(=O)(OC)OC.COP(=O)(OC)OC
- M: 539.5 g mol⁻¹
- Charge: 0
- 2S+1: 1
- HOMO energy: -8.29 eV
- Orbital gap: 6.70 eV

---

Entry 3:
ORCA calculation (ωB97M-V with the def2-TZVPD basis set) on C20H28GaNO2Se as an isolated structure at a distorted geometry.

Geometry (Å):
O1 -0.665 1.309 -2.211
C1 -0.322 2.648 -2.818
C2 -0.607 2.136 -4.221
H1 0.725 2.852 -2.554
H2 -0.988 3.480 -2.516
C3 -0.606 0.751 -3.584
H3 0.197 2.357 -4.925
H4 -1.580 2.470 -4.597
C4 0.731 0.134 -3.880
H5 1.566 0.680 -3.428
H6 0.863 0.135 -4.973
H7 0.776 -0.914 -3.571
C5 -1.685 -0.254 -3.887
H8 -2.699 0.119 -3.722
H9 -1.517 -1.173 -3.309
H10 -1.592 -0.542 -4.943
Ga1 -1.860 1.822 -0.690
C6 -2.237 -0.281 3.437
C7 -2.662 1.069 3.603
C8 -3.102 1.557 2.350
H11 -2.667 1.633 4.532
C9 -3.082 0.468 1.419
C10 -2.471 -0.646 2.085
H12 -2.276 -1.620 1.639
H13 -1.814 -0.907 4.218
H14 -3.448 2.570 2.141
H15 -3.645 0.388 0.480
C11 1.130 -1.723 4.653
C12 0.476 -2.724 3.878
C13 1.148 -2.820 2.627
H16 -0.373 -3.327 4.190
C14 2.216 -1.872 2.626
C15 2.207 -1.193 3.877
H17 2.897 -0.408 4.176
H18 0.865 -1.421 5.662
H19 0.884 -3.503 1.817
H20 2.928 -1.714 1.820
O2 2.745 -1.389 -1.525
C16 1.542 -2.017 -1.005
C17 0.728 -0.995 -0.181
H21 1.826 -2.892 -0.392
H22 0.986 -2.435 -1.862
C18 1.628 0.246 -0.080
H23 0.550 -1.365 0.841
H24 -0.270 -0.788 -0.582
C19 2.895 -0.093 -0.891
H25 1.869 0.378 0.983
H26 1.132 1.162 -0.417
H27 3.785 -0.108 -0.229
H28 3.068 0.637 -1.700
Se1 0.751 2.345 3.176
C20 -0.169 2.774 1.738
N1 -0.778 3.006 0.724

- M: 463.1 g mol⁻¹
- Charge: 0
- 2S+1: 1
- ΔE to the lowest compared entry with this formula, charge and spin: 0.0000 eV
- HOMO energy (alpha / beta): -7.43 / -7.53 eV
- Orbital gap (alpha / beta): 5.83 / 5.91 eV

---

Entry 4:
ORCA calculation (ωB97M-V with the def2-TZVPD basis set) on C20H28HgN2Si as an isolated structure at a distorted geometry.

Geometry (Å):
C1 -3.593 1.416 3.689
C2 -2.906 0.258 3.249
C3 -1.503 0.455 3.481
H1 -3.362 -0.649 2.848
C4 -1.342 1.736 4.075
C5 -2.627 2.337 4.205
H2 -2.839 3.302 4.652
H3 -4.670 1.564 3.686
H4 -0.711 -0.264 3.266
H5 -0.397 2.163 4.421
Hg1 -1.017 0.874 -0.439
C6 2.795 0.593 -3.713
H6 3.296 0.648 -2.741
H7 2.466 -0.438 -3.881
H8 1.929 1.260 -3.725
Si1 0.542 -0.683 -0.800
C7 0.177 -2.151 -1.834
C8 -0.108 -3.267 -0.995
H9 -0.076 -3.144 0.094
C9 -0.420 -4.495 -1.559
H10 -0.634 -5.336 -0.895
C10 -0.468 -4.645 -2.951
H11 -0.730 -5.613 -3.375
C11 -0.200 -3.549 -3.785
H12 -0.247 -3.678 -4.870
C12 0.117 -2.297 -3.236
H13 0.314 -1.451 -3.893
C13 2.206 -0.808 -0.022
C14 3.044 -1.930 -0.256
H14 2.793 -2.653 -1.054
C15 4.177 -2.149 0.534
H15 4.781 -3.058 0.381
C16 4.549 -1.218 1.510
H16 5.423 -1.401 2.127
C17 3.791 -0.052 1.675
H17 4.101 0.684 2.415
C18 2.652 0.173 0.896
H18 2.090 1.101 1.008
H19 4.041 1.271 -5.269
H20 3.484 0.917 -4.516
N1 -1.049 3.003 0.835
C19 -2.387 3.640 0.808
C20 -3.323 2.900 -0.129
N2 -3.264 1.442 0.117
H21 -0.334 3.630 0.459
H22 -0.747 2.805 1.802
H23 -2.785 3.652 1.818
H24 -2.268 4.670 0.459
H25 -4.356 3.263 -0.016
H26 -3.005 3.060 -1.159
H27 -3.911 0.928 -0.488
H28 -3.489 1.186 1.091

- M: 525.1 g mol⁻¹
- Charge: 0
- 2S+1: 1
- ΔE to the lowest compared entry with this formula, charge and spin: 1.7003 eV
- HOMO energy (alpha / beta): -6.01 / -6.03 eV
- Orbital gap (alpha / beta): 5.61 / 4.83 eV

---

Entry 5:
ORCA calculation (ωB97M-V with the def2-TZVPD basis set) on C20H28MoN2O2PS3 as an isolated structure at a distorted geometry.

Geometry (Å):
Mo1 -0.152 -0.239 -0.023
O1 -1.462 0.236 1.373
N1 -1.695 1.509 1.632
N2 -1.024 2.257 0.890
O2 -0.270 1.662 -0.081
C1 -0.944 3.681 1.045
C2 -0.356 4.416 0.024
C3 -0.276 5.787 0.172
C4 -0.778 6.393 1.316
C5 -1.367 5.635 2.325
C6 -1.455 4.263 2.205
H1 0.021 3.934 -0.867
H2 0.172 6.386 -0.609
H3 -0.708 7.468 1.426
H4 -1.757 6.115 3.212
H5 -1.907 3.662 2.982
C7 -0.703 0.830 -3.479
C8 0.585 0.014 -3.593
S1 1.198 -0.841 -2.079
C9 0.755 -2.595 -2.290
C10 -0.737 -2.857 -2.260
S2 -1.485 -2.178 -0.737
C11 -3.078 -1.452 -1.277
C12 -2.993 -0.095 -1.973
S3 -2.246 -0.119 -3.631
H6 -0.717 1.519 -4.324
H7 -0.727 1.442 -2.580
H8 1.418 0.658 -3.874
H9 0.502 -0.769 -4.347
H10 1.287 -3.114 -1.493
H11 1.179 -2.920 -3.241
H12 -0.943 -3.928 -2.250
H13 -1.250 -2.389 -3.097
H14 -3.669 -1.392 -0.362
H15 -3.531 -2.208 -1.919
H16 -2.482 0.653 -1.362
H17 -4.013 0.265 -2.100
C13 3.443 -0.281 0.596
P1 1.830 -0.538 1.344
C14 1.810 0.315 2.928
C15 1.445 -2.263 1.510
C16 0.238 -2.601 2.155
C17 -0.086 -3.933 2.347
C18 0.787 -4.922 1.909
C19 1.983 -4.592 1.266
C20 2.314 -3.268 1.051
H18 3.567 -0.869 -0.310
H19 4.202 -0.562 1.330
H20 3.564 0.775 0.355
H21 2.598 -0.121 3.546
H22 0.853 0.190 3.432
H23 2.017 1.375 2.780
H24 -0.417 -1.833 2.553
H25 -1.002 -4.201 2.858
H26 0.545 -5.964 2.083
H27 2.663 -5.373 0.948
H28 3.250 -3.021 0.564

- M: 551.6 g mol⁻¹
- Charge: +3
- 2S+1: 1
- HOMO energy (alpha / beta): -17.46 / -17.46 eV
- Orbital gap (alpha / beta): 5.34 / 5.33 eV

---

Entry 6:
ORCA calculation (ωB97M-V with the def2-TZVPD basis set) on the molecule C20H28N2O3S.

Geometry (Å):
C1 -8.384 -1.541 0.287
O1 -7.689 -0.520 -0.390
C2 -6.390 -0.280 -0.074
C3 -5.666 -0.999 0.900
C4 -4.359 -0.689 1.154
C5 -3.702 0.346 0.460
C6 -2.356 0.685 0.704
C7 -1.773 1.699 0.005
S1 -0.054 2.071 0.297
O2 0.228 3.401 -0.173
O3 0.285 1.732 1.648
N1 0.662 0.940 -0.720
C8 1.878 0.321 -0.216
C9 2.190 -0.952 -0.994
C10 3.445 -1.649 -0.448
C11 3.902 -2.708 -1.464
C12 3.136 -2.368 0.878
N2 4.525 -0.679 -0.371
C13 4.352 0.625 0.255
C14 5.560 1.464 -0.191
C15 4.332 0.603 1.794
C16 3.071 1.270 -0.289
C17 -2.476 2.426 -0.964
C18 -3.781 2.120 -1.223
C19 -4.429 1.074 -0.523
C20 -5.769 0.738 -0.767
H1 -8.439 -1.346 1.362
H2 -7.928 -2.521 0.115
H3 -9.389 -1.535 -0.130
H4 -6.138 -1.797 1.451
H5 -3.809 -1.241 1.901
H6 -1.781 0.159 1.450
H7 0.791 1.350 -1.634
H8 1.644 0.089 0.825
H9 1.339 -1.632 -0.952
H10 2.364 -0.684 -2.038
H11 4.222 -2.224 -2.383
H12 4.739 -3.277 -1.067
H13 3.091 -3.395 -1.690
H14 2.470 -3.209 0.695
H15 4.055 -2.751 1.318
H16 2.660 -1.709 1.596
H17 5.364 -1.123 -0.016
H18 5.671 1.407 -1.271
H19 5.427 2.503 0.096
H20 6.472 1.089 0.267
H21 3.383 0.251 2.184
H22 4.493 1.607 2.176
H23 5.126 -0.040 2.173
H24 2.842 2.177 0.273
H25 3.229 1.542 -1.336
H26 -1.961 3.227 -1.470
H27 -4.341 2.672 -1.963
H28 -6.335 1.281 -1.508

- SMILES: COc1ccc2cc(S(=O)(=O)NC3CC(C)(C)NC(C)(C)C3)ccc2c1
- M: 376.5 g mol⁻¹
- Charge: 0
- 2S+1: 1
- ΔE to the lowest compared entry with this formula, charge and spin: 0.2788 eV
- HOMO energy: -8.24 eV
- Orbital gap: 8.45 eV

---

Entry 7:
ORCA calculation (ωB97M-V with the def2-TZVPD basis set) on the molecule C20H28N2O4.

Geometry (Å):
C1 4.071 -3.172 -4.451
C2 3.239 -2.953 -3.226
C3 3.407 -1.812 -2.448
C4 2.659 -1.622 -1.304
C5 1.707 -2.561 -0.917
C6 0.932 -2.297 0.323
O1 1.364 -1.631 1.244
N1 -0.299 -2.890 0.374
C7 -1.208 -2.553 1.436
C8 -2.146 -1.430 1.020
O2 -2.168 -0.960 -0.093
O3 -2.920 -1.046 2.023
C9 -3.841 0.026 1.804
C10 -3.160 1.394 2.028
O4 -3.457 2.109 2.959
N2 -2.243 1.679 1.096
C11 -1.325 2.806 1.177
C12 0.065 2.269 1.550
C13 0.849 1.613 0.406
C14 1.948 2.491 -0.195
C15 1.505 3.730 -0.979
C16 0.861 4.832 -0.128
C17 -0.668 4.900 -0.203
C18 -1.419 3.572 -0.143
C19 1.542 -3.709 -1.685
C20 2.304 -3.899 -2.822
H1 5.019 -3.635 -4.175
H2 3.566 -3.830 -5.153
H3 4.291 -2.228 -4.944
H4 4.136 -1.070 -2.743
H5 2.796 -0.742 -0.694
H6 -0.716 -3.190 -0.493
H7 -1.792 -3.425 1.745
H8 -0.611 -2.205 2.285
H9 -4.631 -0.104 2.545
H10 -4.245 -0.032 0.788
H11 -2.065 1.012 0.356
H12 -1.693 3.434 1.995
H13 -0.093 1.532 2.342
H14 0.658 3.069 1.990
H15 1.332 0.717 0.800
H16 0.172 1.279 -0.382
H17 2.535 1.866 -0.876
H18 2.619 2.808 0.608
H19 2.402 4.138 -1.452
H20 0.832 3.438 -1.787
H21 1.183 4.722 0.906
H22 1.235 5.803 -0.465
H23 -0.941 5.374 -1.149
H24 -1.026 5.548 0.600
H25 -2.478 3.785 -0.313
H26 -1.089 2.925 -0.956
H27 0.841 -4.474 -1.383
H28 2.173 -4.799 -3.407

- SMILES: Cc1ccc(C(=O)NCC(=O)OCC(=O)NC2CCCCCCC2)cc1
- M: 360.5 g mol⁻¹
- Charge: 0
- 2S+1: 1
- ΔE to the lowest compared entry with this formula, charge and spin: 0.9051 eV
- HOMO energy: -9.40 eV
- Orbital gap: 10.01 eV

---

Entry 8:
ORCA calculation (ωB97M-V with the def2-TZVPD basis set) on the molecule C20H28N2O5.

Geometry (Å):
C1 -0.170 2.315 -7.664
C2 1.139 1.676 -8.117
O1 2.246 2.095 -7.343
C3 2.436 1.594 -6.096
C4 1.686 0.581 -5.503
C5 1.987 0.149 -4.224
C6 3.038 0.710 -3.508
C7 3.415 0.286 -2.135
O2 4.537 0.433 -1.686
N1 2.424 -0.311 -1.416
C8 2.605 -0.624 -0.024
C9 1.494 -0.012 0.803
O3 0.524 0.526 0.337
O4 1.743 -0.126 2.111
C10 0.649 0.167 2.961
C11 -0.381 -0.971 2.806
O5 -0.164 -1.852 1.998
N2 -1.490 -0.922 3.572
C12 -1.706 0.082 4.603
C13 -1.188 -0.378 5.972
C14 -3.178 0.507 4.661
C15 -4.124 -0.685 4.711
C16 -3.878 -1.548 3.481
C17 -2.431 -2.032 3.409
C18 -2.140 -3.177 4.382
C19 3.802 1.706 -4.117
C20 3.505 2.147 -5.384
H1 -0.082 3.398 -7.700
H2 -0.412 2.025 -6.644
H3 -0.977 2.004 -8.321
H4 1.380 2.005 -9.132
H5 1.060 0.582 -8.121
H6 0.869 0.112 -6.028
H7 1.403 -0.655 -3.801
H8 1.463 -0.199 -1.703
H9 2.581 -1.708 0.145
H10 3.581 -0.245 0.296
H11 0.201 1.122 2.665
H12 1.057 0.219 3.970
H13 -1.133 0.968 4.319
H14 -1.859 -1.093 6.435
H15 -0.210 -0.842 5.871
H16 -1.098 0.480 6.634
H17 -3.318 1.149 5.532
H18 -3.407 1.095 3.769
H19 -3.967 -1.263 5.622
H20 -5.157 -0.334 4.719
H21 -4.536 -2.417 3.482
H22 -4.099 -0.958 2.589
H23 -2.241 -2.414 2.400
H24 -2.710 -4.053 4.085
H25 -2.405 -2.927 5.405
H26 -1.083 -3.428 4.344
H27 4.632 2.123 -3.567
H28 4.087 2.921 -5.859

- SMILES: CCOc1ccc(C(=O)NCC(=O)OCC(=O)N2[C@H](C)CCC[C@@H]2C)cc1
- M: 376.5 g mol⁻¹
- Charge: 0
- 2S+1: 1
- ΔE to the lowest compared entry with this formula, charge and spin: 1.2130 eV
- HOMO energy: -8.51 eV
- Orbital gap: 9.18 eV